{"formula": "C44H60CuN2P2SSi", "method": "ωB97M-V/def2-TZVPD", "species": ["Cu", "C", "Si", "C", "C", "C", "C", "C", "C", "N", "C", "S", "H", "H", "H", "H", "H", "H", "H", "H", "H", "H", "H", "H", "C", "C", "C", "C", "C", "C", "P", "C", "C", "C", "C", "C", "C", "C", "C", "C", "C", "C", "C", "H", "H", "H", "H", "H", "H", "H", "H", "H", "H", "H", "H", "H", "H", "H", "H", "H", "H", "H", "H", "H", "H", "H", "H", "H", "H", "H", "H", "H", "H", "H", "H", "H", "N", "P", "C", "C", "C", "C", "C", "C", "C", "C", "C", "C", "C", "C", "C", "C", "C", "C", "C", "C", "H", "H", "H", "H", "H", "H", "H", "H", "H", "H", "H", "H", "H", "H", "H"], "coordinates": [[0.532, -0.645, 0.138], [2.514, 2.464, 4.586], [0.752, 1.891, 4.851], [-0.096, 3.105, 6.003], [0.683, 0.181, 5.606], [-0.198, 1.910, 3.223], [-1.324, 2.696, 3.026], [-2.034, 2.670, 1.827], [-1.577, 1.840, 0.827], [-0.486, 1.090, 0.969], [0.192, 1.107, 2.130], [1.575, 0.033, 2.099], [3.020, 2.579, 5.548], [2.534, 3.433, 4.081], [3.077, 1.754, 3.982], [0.448, 3.143, 6.950], [-1.125, 2.814, 6.226], [-0.108, 4.117, 5.593], [1.212, 0.151, 6.561], [1.135, -0.548, 4.933], [-0.355, -0.110, 5.784], [-1.671, 3.340, 3.827], [-2.917, 3.275, 1.680], [-2.080, 1.771, -0.132], [3.054, 2.221, -0.374], [3.213, 2.687, -1.816], [3.273, 1.504, -2.806], [3.520, 0.138, -2.135], [4.617, 0.339, -1.086], [4.200, 1.297, 0.043], [2.031, -0.882, -1.621], [1.047, -0.757, -3.190], [0.167, -1.966, -3.532], [-0.882, -1.576, -4.570], [-1.908, -0.594, -3.984], [-1.294, 0.238, -2.854], [0.180, 0.539, -3.109], [2.884, -2.509, -1.373], [2.063, -3.771, -1.684], [2.690, -4.981, -0.994], [2.567, -4.873, 0.534], [2.467, -3.409, 0.971], [3.375, -2.540, 0.106], [2.102, 1.695, -0.261], [3.001, 3.077, 0.302], [4.130, 3.278, -1.898], [2.394, 3.357, -2.086], [4.116, 1.655, -3.486], [2.390, 1.484, -3.439], [3.920, -0.522, -2.914], [5.466, 0.766, -1.630], [4.970, -0.610, -0.682], [5.067, 1.894, 0.338], [3.892, 0.738, 0.927], [1.779, -0.635, -3.997], [-0.324, -2.325, -2.625], [0.783, -2.777, -3.917], [-1.384, -2.470, -4.949], [-0.376, -1.125, -5.431], [-2.770, -1.141, -3.593], [-2.285, 0.058, -4.777], [-1.377, -0.310, -1.913], [-1.841, 1.177, -2.734], [0.547, 1.206, -2.323], [0.283, 1.092, -4.049], [3.759, -2.505, -2.032], [2.033, -3.937, -2.760], [1.029, -3.650, -1.351], [3.744, -5.041, -1.284], [2.217, -5.897, -1.352], [3.432, -5.343, 1.009], [1.686, -5.418, 0.879], [2.730, -3.298, 2.024], [1.434, -3.058, 0.874], [4.393, -2.940, 0.137], [3.428, -1.534, 0.525], [-0.859, -1.811, -0.258], [-1.857, -2.936, -0.023], [-2.061, -3.407, 1.731], [-1.150, -2.898, 2.650], [-1.243, -3.241, 3.993], [-2.250, -4.092, 4.424], [-3.168, -4.598, 3.511], [-3.073, -4.257, 2.171], [-3.552, -2.545, -0.583], [-4.495, -3.499, -0.960], [-5.766, -3.111, -1.362], [-6.105, -1.766, -1.390], [-5.171, -0.808, -1.017], [-3.902, -1.198, -0.617], [-1.522, -4.534, -0.849], [-0.925, -5.594, -0.172], [-0.530, -6.736, -0.858], [-0.726, -6.828, -2.227], [-1.325, -5.778, -2.913], [-1.721, -4.641, -2.226], [-0.371, -2.224, 2.310], [-0.527, -2.839, 4.699], [-2.325, -4.359, 5.470], [-3.959, -5.258, 3.846], [-3.794, -4.655, 1.466], [-4.234, -4.551, -0.959], [-6.489, -3.860, -1.658], [-7.095, -1.464, -1.708], [-5.433, 0.242, -1.041], [-3.156, -0.465, -0.331], [-0.767, -5.527, 0.897], [-0.066, -7.553, -0.319], [-0.416, -7.717, -2.761], [-1.485, -5.847, -3.981], [-2.193, -3.826, -2.765]], "total_charge": 0, "total_energy_ev": -131515.0225, "spin_multiplicity": 2, "e_homo_ev": [-7.61, -7.50], "gap_ev": [8.32, 6.74]}

{"formula": "C2H16NO5", "method": "ωB97M-V/def2-TZVPD", "species": ["C", "C", "N", "H", "H", "H", "H", "H", "H", "H", "H", "O", "H", "H", "O", "H", "H", "O", "H", "H", "O", "H", "H", "O"], "coordinates": [[0.018, -2.293, 1.624], [1.121, -1.869, 2.196], [-1.137, -1.407, 1.415], [-0.189, -3.338, 1.406], [1.936, -2.541, 2.432], [1.472, -0.924, 2.611], [-0.882, -0.216, 1.812], [-1.220, -1.364, 0.372], [-2.040, -1.745, 1.735], [1.336, -1.460, -2.732], [0.847, -0.030, -3.127], [1.257, -0.551, -2.439], [-1.671, 1.276, 1.919], [-0.419, 1.428, 1.032], [-0.720, 1.038, 1.905], [0.000, 2.478, -1.084], [-1.282, 3.007, -0.543], [-0.736, 2.210, -0.473], [-0.340, -0.953, -1.604], [-1.313, 0.187, -1.354], [-1.263, -0.786, -1.296], [1.955, 1.966, -1.530], [1.880, 3.352, -2.212], [1.390, 2.535, -2.065]], "total_charge": 1, "total_energy_ev": -14054.7585, "de_lowest_ev": 0.829, "e_homo_ev": -13.92, "gap_ev": 11.07}

{"formula": "C35H56O15", "method": "ωB97M-V/def2-TZVPD", "species": ["C", "C", "C", "C", "C", "C", "C", "O", "O", "C", "C", "C", "C", "O", "H", "H", "H", "H", "H", "H", "H", "H", "H", "H", "H", "H", "H", "H", "H", "H", "H", "H", "H", "H", "O", "C", "C", "C", "C", "O", "H", "H", "H", "H", "H", "H", "O", "C", "C", "C", "C", "O", "H", "H", "H", "H", "H", "H", "O", "C", "C", "C", "C", "O", "H", "H", "H", "H", "H", "H", "O", "C", "C", "C", "C", "O", "H", "H", "H", "H", "H", "H", "O", "C", "C", "C", "C", "O", "H", "H", "H", "H", "H", "H", "O", "C", "C", "C", "C", "O", "H", "H", "H", "H", "H", "H"], "coordinates": [[1.735, 2.428, -0.763], [0.520, 2.594, -1.695], [0.760, 1.996, -3.088], [0.088, 2.814, -4.199], [0.352, 0.526, -3.247], [1.000, -0.533, -2.332], [0.175, -1.746, -2.745], [0.520, -2.917, -2.637], [-0.984, -1.355, -3.285], [-1.114, 0.120, -3.368], [-2.101, 0.419, -2.228], [-3.014, 1.638, -2.467], [-3.100, 2.492, -1.183], [-4.340, 1.175, -2.763], [2.323, 1.542, -1.001], [1.432, 2.331, 0.273], [2.398, 3.285, -0.821], [0.396, 3.670, -1.827], [-0.388, 2.237, -1.222], [1.835, 2.033, -3.270], [0.659, 3.730, -4.335], [0.165, 2.255, -5.132], [-0.961, 3.017, -4.005], [0.745, 0.279, -4.243], [0.807, -0.162, -1.327], [2.053, -0.600, -2.565], [-1.577, 0.233, -4.343], [-1.518, 0.503, -1.313], [-2.725, -0.461, -2.105], [-2.710, 2.235, -3.319], [-4.097, 2.900, -1.040], [-2.894, 1.864, -0.318], [-2.360, 3.286, -1.232], [-4.713, 0.830, -1.949], [4.565, 3.494, 0.715], [4.342, 2.856, 1.703], [5.206, 2.750, 2.943], [4.623, 1.519, 3.632], [3.173, 1.559, 3.181], [3.201, 2.136, 1.863], [5.091, 3.654, 3.524], [6.250, 2.607, 2.673], [4.733, 1.522, 4.708], [5.107, 0.618, 3.246], [2.556, 2.190, 3.825], [2.724, 0.569, 3.124], [0.141, 1.640, -7.242], [-1.008, 1.766, -7.549], [-1.754, 1.016, -8.635], [-3.013, 1.862, -8.812], [-3.187, 2.461, -7.424], [-1.852, 2.609, -6.907], [-1.982, 0.013, -8.273], [-1.159, 0.961, -9.542], [-3.883, 1.302, -9.150], [-2.823, 2.656, -9.536], [-3.746, 1.804, -6.754], [-3.671, 3.435, -7.443], [4.587, 3.722, 5.544], [3.736, 3.618, 6.383], [3.095, 4.733, 7.184], [2.418, 3.972, 8.320], [2.115, 2.635, 7.665], [3.180, 2.432, 6.712], [2.372, 5.248, 6.550], [3.848, 5.430, 7.541], [1.532, 4.462, 8.718], [3.124, 3.832, 9.141], [1.167, 2.646, 7.129], [2.111, 1.812, 8.377], [2.961, -8.836, -1.183], [2.665, -7.857, -1.804], [1.608, -7.744, -2.887], [1.961, -6.416, -3.552], [2.595, -5.647, -2.405], [3.233, -6.649, -1.585], [0.626, -7.713, -2.417], [1.668, -8.580, -3.577], [1.112, -5.900, -3.995], [2.699, -6.586, -4.339], [1.854, -5.123, -1.799], [3.340, -4.932, -2.742], [-3.364, -7.626, -3.581], [-2.938, -7.863, -2.492], [-3.689, -7.789, -1.177], [-2.560, -7.808, -0.151], [-1.484, -8.600, -0.879], [-1.666, -8.293, -2.276], [-4.333, -8.666, -1.094], [-4.283, -6.882, -1.126], [-2.836, -8.243, 0.808], [-2.212, -6.790, 0.029], [-1.595, -9.677, -0.746], [-0.480, -8.310, -0.577], [-0.712, 4.555, 6.790], [-1.522, 3.997, 7.472], [-2.921, 4.469, 7.816], [-3.287, 3.571, 8.996], [-2.476, 2.316, 8.704], [-1.292, 2.784, 8.029], [-3.567, 4.300, 6.954], [-2.917, 5.522, 8.080], [-4.353, 3.378, 9.095], [-2.941, 4.027, 9.924], [-3.000, 1.626, 8.041], [-2.186, 1.785, 9.607]], "total_charge": 0, "total_energy_ev": -67917.1851, "de_lowest_ev": 0.000, "e_homo_ev": -9.63, "gap_ev": 9.93}

{"formula": "C6H24F2N5O7PS2Ti", "method": "ωB97M-V/def2-TZVPD", "species": ["Ti", "N", "H", "H", "H", "H", "N", "S", "O", "O", "F", "S", "O", "O", "F", "O", "H", "O", "H", "O", "P", "N", "C", "C", "N", "C", "C", "N", "C", "C", "H", "H", "H", "H", "H", "H", "H", "H", "H", "H", "H", "H", "H", "H", "H", "H", "H", "H"], "coordinates": [[-0.526, 1.288, 1.694], [0.152, 0.550, 5.055], [0.485, 1.336, 4.410], [-0.392, 0.828, 5.866], [1.011, 0.042, 5.240], [-0.448, 0.086, 4.318], [-1.623, -0.283, 3.135], [-2.217, -1.581, 2.511], [-2.887, -1.344, 1.235], [-2.642, -2.688, 3.361], [-0.812, -2.231, 1.988], [-3.143, 0.090, 3.859], [-3.210, -0.306, 5.244], [-4.377, 0.227, 3.138], [-2.686, 1.648, 4.008], [0.866, 2.300, 3.173], [1.765, 2.408, 2.872], [-1.978, 2.729, 0.756], [-1.862, 2.884, -0.181], [0.469, 0.475, -0.109], [0.761, 0.037, -1.501], [1.345, 1.259, -2.458], [0.755, 2.592, -2.303], [1.872, 1.015, -3.787], [-0.576, -0.697, -2.223], [-0.608, -1.268, -3.548], [-1.784, -0.974, -1.444], [1.928, -1.166, -1.584], [3.278, -0.718, -1.228], [1.575, -2.466, -0.997], [-0.286, 2.619, -2.636], [1.374, 3.333, -2.802], [0.773, 2.806, -1.232], [2.702, 1.704, -3.981], [1.125, 1.112, -4.578], [2.378, 0.053, -3.889], [-1.567, -1.020, -4.011], [0.158, -0.801, -4.164], [-0.467, -2.356, -3.578], [-1.805, -0.383, -0.530], [-2.721, -0.734, -1.954], [-1.827, -2.039, -1.193], [3.733, -0.032, -1.941], [3.452, -0.329, -0.220], [3.889, -1.626, -1.261], [2.461, -3.100, -1.061], [0.744, -2.895, -1.546], [1.392, -2.385, 0.079]], "total_charge": -1, "total_energy_ev": -87904.4492, "spin_multiplicity": 4, "de_lowest_ev": 0.000, "e_homo_ev": [-1.09, -5.40], "gap_ev": [3.26, 7.53]}

{"formula": "C23H46CdN5Si3", "method": "ωB97M-V/def2-TZVPD", "species": ["Cd", "C", "Si", "C", "C", "C", "Si", "C", "C", "C", "Si", "C", "C", "C", "C", "C", "C", "C", "N", "H", "H", "H", "H", "H", "H", "H", "H", "H", "H", "H", "H", "H", "H", "H", "H", "H", "H", "H", "H", "H", "H", "H", "H", "H", "H", "H", "H", "N", "C", "C", "N", "C", "H", "H", "H", "H", "C", "C", "N", "C", "C", "C", "C", "N", "H", "H", "H", "H", "H", "H", "H", "H", "H", "H", "H", "H", "H", "H"], "coordinates": [[9.752, -4.316, 13.972], [6.454, -3.517, 14.065], [7.150, -3.788, 12.286], [5.887, -2.824, 11.228], [6.706, -5.602, 11.755], [8.952, -3.367, 12.057], [9.134, -1.488, 11.865], [8.485, -0.771, 10.200], [8.243, -0.590, 13.276], [10.954, -0.952, 11.967], [9.760, -4.329, 10.692], [11.509, -3.852, 10.180], [8.988, -4.597, 8.984], [10.046, -6.095, 11.365], [10.086, -7.204, 10.473], [10.566, -8.423, 10.913], [11.014, -8.512, 12.252], [10.896, -7.403, 13.077], [10.407, -6.226, 12.650], [6.269, -4.469, 14.647], [5.431, -3.062, 13.989], [7.078, -2.890, 14.737], [4.907, -3.139, 11.602], [5.806, -3.028, 10.130], [5.851, -1.748, 11.394], [5.693, -5.956, 12.086], [7.502, -6.214, 12.261], [6.805, -5.762, 10.686], [7.430, -0.975, 10.071], [9.015, -1.185, 9.365], [8.688, 0.281, 10.190], [7.129, -0.651, 13.157], [8.491, 0.452, 13.219], [8.533, -1.100, 14.230], [11.585, -1.178, 11.133], [11.443, -1.308, 12.868], [10.958, 0.133, 12.062], [11.597, -2.950, 9.485], [11.888, -4.754, 9.623], [12.166, -3.701, 11.012], [8.515, -3.668, 8.597], [8.222, -5.371, 8.938], [9.874, -4.734, 8.371], [9.665, -7.094, 9.451], [10.484, -9.294, 10.263], [11.393, -9.426, 12.690], [11.123, -7.531, 14.170], [14.042, -3.540, 15.022], [13.528, -2.448, 15.694], [12.145, -2.461, 15.471], [11.840, -3.582, 14.717], [13.009, -4.159, 14.444], [15.042, -3.780, 14.889], [14.186, -1.718, 16.217], [11.349, -1.796, 15.744], [13.154, -5.027, 13.855], [8.600, -4.071, 18.849], [9.294, -5.389, 18.715], [8.559, -6.316, 17.740], [7.739, -7.363, 18.397], [6.444, -6.819, 19.002], [8.636, -6.101, 16.400], [7.824, -7.006, 15.525], [9.431, -5.184, 15.947], [9.210, -3.463, 19.575], [7.647, -4.238, 19.371], [8.457, -3.545, 17.890], [9.284, -5.939, 19.635], [10.330, -5.318, 18.328], [8.428, -7.812, 19.179], [7.562, -8.213, 17.742], [6.687, -6.144, 19.809], [5.855, -7.638, 19.388], [5.869, -6.272, 18.217], [8.029, -8.067, 15.784], [8.048, -6.838, 14.449], [6.774, -6.804, 15.753], [9.870, -4.600, 16.645]], "total_charge": 1, "total_energy_ev": -60243.5421, "e_homo_ev": -10.75, "gap_ev": 8.79}

{"formula": "C8H13F3OS", "method": "ωB97M-V/def2-TZVPD", "species": ["C", "C", "C", "C", "C", "C", "C", "C", "O", "F", "F", "F", "S", "H", "H", "H", "H", "H", "H", "H", "H", "H", "H", "H", "H", "H"], "coordinates": [[-0.164, -4.920, 0.499], [0.610, 0.479, -1.188], [-0.376, -0.309, 0.946], [-0.167, -0.544, -1.921], [-1.328, -1.173, 0.139], [-0.042, 0.916, 0.108], [-0.591, -1.681, -1.070], [0.706, 1.916, 0.905], [-0.391, -4.478, 1.525], [0.827, -5.771, 0.204], [-0.967, -4.937, -0.553], [1.080, -3.395, -1.933], [0.947, -2.513, -0.534], [1.692, 0.023, -0.941], [0.946, 1.457, -1.595], [-0.843, 0.124, 1.802], [0.622, -0.760, 1.162], [-1.126, -0.014, -2.125], [0.406, -0.890, -2.728], [-1.613, -2.040, 0.825], [-2.216, -0.523, -0.147], [-1.042, 1.362, -0.206], [-1.131, -2.496, -1.494], [1.784, 1.796, 0.746], [0.308, 1.756, 1.927], [0.691, 2.958, 0.431]], "total_charge": 0, "total_energy_ev": -29537.6614, "spin_multiplicity": 3, "e_homo_ev": [-6.36, -10.54], "gap_ev": [7.17, 8.34]}

{"formula": "CH5S3", "method": "ωB97M-V/def2-TZVPD", "species": ["S", "H", "C", "S", "S", "H", "H", "H", "H"], "coordinates": [[-1.253, -0.159, -3.023], [-1.236, -0.586, -1.750], [0.637, -0.427, 1.640], [0.114, 1.090, 0.813], [1.734, 1.589, -0.383], [0.594, -1.254, 0.959], [-0.021, -0.616, 2.488], [1.669, -0.316, 1.956], [-2.236, 0.679, -2.700]], "total_charge": -1, "total_energy_ev": -33624.9199, "de_lowest_ev": 0.384, "e_homo_ev": -2.07, "gap_ev": 5.53}

{"formula": "C6H11NO", "method": "ωB97M-V/def2-TZVPD", "species": ["C", "C", "C", "C", "N", "C", "C", "O", "H", "H", "H", "H", "H", "H", "H", "H", "H", "H", "H"], "coordinates": [[1.757, 0.115, -0.423], [0.615, -0.312, 0.496], [0.624, 0.531, 1.763], [-0.735, -0.383, -0.671], [-0.707, -1.310, -1.693], [-1.417, 0.957, -0.609], [-1.629, -0.147, 0.419], [-2.368, -0.603, 1.267], [1.616, 1.145, -0.753], [1.829, -0.526, -1.300], [2.714, 0.042, 0.095], [0.731, -1.364, 0.771], [-0.132, 0.191, 2.468], [0.482, 1.588, 1.532], [1.579, 0.424, 2.280], [-0.711, -2.282, -1.410], [-1.207, -1.048, -2.533], [-2.201, 1.141, -1.336], [-0.840, 1.840, -0.365]], "total_charge": 0, "total_energy_ev": -9934.9894, "de_lowest_ev": 3.465, "e_homo_ev": -7.91, "gap_ev": 8.80}

Table of maximum force (eV/Å), in record order: 0.222, 1.855, 2.134, 4.579, 2.748, 4.708, 0.725, 4.521